Version a
Molecular formula: C5H14O
Method: DFT, ωB97M-V with the def2-TZVPD basis set

Each atom is followed by the atoms it is bonded to, with distances in Å.
Element x y z (Å)
1 C 0.82395 0.69241 -1.72445  C2 1.601, H5 1.125, H6 1.132, H7 1.115
2 C 0.42500 -0.56545 -0.81716  C1 1.601, C3 1.551, O4 1.399, H8 1.113
3 C -0.48920 -1.46013 -1.69359  C2 1.551, H9 1.041, H10 1.053, H11 1.136
4 O 1.67933 -1.15980 -0.63961  C2 1.399, H12 0.988
5 H 1.50448 0.14919 -2.43633  C1 1.125
6 H 1.38246 1.48575 -1.14202  C1 1.132
7 H -0.11733 1.10942 -2.15314  C1 1.115
8 H -0.02549 -0.34280 0.17615  C2 1.113
9 H -0.82519 -2.17904 -1.02051  C3 1.041
10 H -1.41247 -1.03246 -1.96488  C3 1.053
11 H -0.12012 -2.04593 -2.59391  C3 1.136
12 H 1.58164 -2.11929 -0.85461  O4 0.988
13 C -0.03839 1.01554 2.57100  C14 1.506, H15 1.198, H16 1.160, H17 1.073
14 C -1.17560 0.94311 1.58631  C13 1.506, H18 1.191, H19 1.048, H20 1.054
15 H -0.13074 1.61358 3.60498  C13 1.198
16 H 0.46821 0.00243 2.82027  C13 1.160
17 H 0.80275 1.50029 2.11403  C13 1.073
18 H -1.37956 -0.22844 1.51621  C14 1.191
19 H -0.91147 1.26949 0.62625  C14 1.048
20 H -2.04224 1.35214 2.02502  C14 1.054

Its spin multiplicity is 1. The calculation puts the HOMO energy at -10.00 eV. For the lowest unoccupied orbital energy, the calculation gives 0.94 eV. Its frontier orbital gap is 10.937 eV. As for the structure (SMILES): CC(C)O.CC.

Version b
Molecular formula: C5H14O
Method: DFT, ωB97M-V with the def2-TZVPD basis set

Each atom is followed by the atoms it is bonded to, with distances in Å.
Element x y z (Å)
1 C 0.36639 -1.39200 -0.09936  C2 1.554, H6 1.103, H7 1.103, H8 1.103
2 C -0.08874 -0.15080 0.71665  C1 1.554, C3 1.548, C4 1.519, C5 1.501
3 C -1.60925 -0.03663 0.44718  C2 1.548, H9 1.103, H10 1.103, H11 1.103
4 C 0.19853 -0.29483 2.20157  C2 1.519, H12 1.103, H13 1.103, H14 1.103
5 C 0.69119 1.04914 0.26367  C2 1.501, H15 1.103, H16 1.103, H17 1.103
6 H 0.05379 -1.21080 -1.14150  C1 1.103
7 H -0.06621 -2.34951 0.23627  C1 1.103
8 H 1.46600 -1.47359 -0.07103  C1 1.103
9 H -1.79502 -0.23307 -0.62217  C3 1.103
10 H -1.90666 1.00167 0.67100  C3 1.103
11 H -2.23713 -0.71897 1.04449  C3 1.103
12 H -0.42156 -1.14065 2.54318  C4 1.103
13 H -0.23014 0.63961 2.60117  C4 1.103
14 H 1.21614 -0.41753 2.60902  C4 1.103
15 H 0.53324 1.98864 0.81955  C5 1.103
16 H 0.44925 1.22372 -0.79821  C5 1.103
17 H 1.75536 0.76946 0.34066  C5 1.103
18 O 0.87760 0.71904 -3.82327  H19 0.984, H20 0.984
19 H 0.79890 1.58991 -4.27454  O18 0.984
20 H -0.05167 0.43717 -3.66432  O18 0.984

Its spin multiplicity is 1. The calculation puts the HOMO energy at -10.79 eV. For the lowest unoccupied orbital energy, the calculation gives 0.67 eV. Its frontier orbital gap is 11.462 eV. As for the structure (SMILES): CC(C)(C)C.O.

Version c
Molecular formula: C5H14O
Method: DFT, ωB97M-V with the def2-TZVPD basis set

Each atom is followed by the atoms it is bonded to, with distances in Å.
Element x y z (Å)
1 C 0.94721 -1.45323 -0.98739  C2 1.518, H5 1.075, H6 1.136, H7 1.108
2 C 1.44871 -0.03099 -0.81058  C1 1.518, C3 1.473, O4 1.490, H8 1.030
3 C 2.38244 -0.07697 0.32831  C2 1.473, H9 1.128, H10 1.071, H11 1.140
4 O 2.22593 0.29255 -2.04054  C2 1.490, H12 1.002
5 H 0.46257 -1.69191 -0.05794  C1 1.075
6 H 1.91765 -2.02082 -1.15007  C1 1.136
7 H 0.22852 -1.44733 -1.83073  C1 1.108
8 H 0.68662 0.65707 -0.89110  C2 1.030
9 H 2.47026 0.75405 1.08596  C3 1.128
10 H 3.33781 -0.51170 0.11740  C3 1.071
11 H 2.13950 -0.78106 1.19102  C3 1.140
12 H 3.05948 0.79653 -1.80533  O4 1.002
13 C -2.66885 0.83054 0.16637  C14 1.515, H15 1.031, H16 1.073, H17 1.110
14 C -2.77081 0.51118 1.64339  C13 1.515, H18 1.141, H19 1.016, H20 1.073
15 H -1.71372 0.92732 -0.21039  C13 1.031
16 H -3.14582 1.77555 -0.01040  C13 1.073
17 H -3.25138 0.19868 -0.53664  C13 1.110
18 H -1.67750 0.37055 1.93824  C14 1.141
19 H -3.05747 -0.46314 1.61505  C14 1.016
20 H -3.02115 1.36314 2.24536  C14 1.073

Its spin multiplicity is 1. The calculation puts the HOMO energy at -10.21 eV. For the lowest unoccupied orbital energy, the calculation gives 0.91 eV. Its frontier orbital gap is 11.121 eV. As for the structure (SMILES): CC(C)O.CC.

Least stable structure: version c

Version a
Molecular formula: CH4NOP
Method: DFT, ωB97M-V with the def2-TZVPD basis set

Each atom is followed by the atoms it is bonded to, with distances in Å.
Element x y z (Å)
1 H 2.73483 0.35907 0.04074  N2 0.934
2 N 1.93108 0.54811 -0.39673  H1 0.934, C3 1.726
3 C 0.60385 -0.30568 0.30246  N2 1.726, P4 1.777, H6 1.047
4 P -0.94577 0.56344 0.26159  C3 1.777, O5 1.690, H7 1.410
5 O -2.06502 -0.44425 -0.50410  P4 1.690, H8 0.975
6 H 0.84940 -1.11196 0.92352  C3 1.047
7 H -0.72802 1.36683 -0.87700  P4 1.410
8 H -2.38034 -0.97556 0.24952  O5 0.975

Its spin multiplicity is 1. The calculation puts the HOMO energy (spin up / spin down) at -9.15 / -9.14 eV. For the lowest unoccupied orbital energy (spin up / spin down), the calculation gives -1.13 / -1.13 eV. Its frontier orbital gap (spin up / spin down) is 8.014 / 8.012 eV. As for the structure (SMILES): [H]/N=C/PO.

Version b
Molecular formula: CH4NOP
Method: DFT, ωB97M-V with the def2-TZVPD basis set

Each atom is followed by the atoms it is bonded to, with distances in Å.
Element x y z (Å)
1 C -0.37088 0.47127 1.49600  P4 1.810, H5 1.135, H8 0.991
2 N -0.25227 -1.12385 -1.47955  P4 1.611, H6 1.029
3 O 1.40251 0.23879 -0.28553  P4 1.606, H7 0.945
4 P -0.14313 -0.18395 -0.17618  C1 1.810, N2 1.611, O3 1.606
5 H -1.45343 0.63345 1.79616  C1 1.135
6 H -1.24242 -1.31892 -1.68269  N2 1.029
7 H 1.74835 0.09351 -1.15304  O3 0.945
8 H 0.31127 1.18969 1.48483  C1 0.991

Its spin multiplicity is 1. The calculation puts the HOMO energy at -8.85 eV. For the lowest unoccupied orbital energy, the calculation gives -0.17 eV. Its frontier orbital gap is 8.684 eV.

Least stable structure: version a

Version a
Molecular formula: CH4NOP
Method: DFT, ωB97M-V with the def2-TZVPD basis set

Each atom is followed by the atoms it is bonded to, with distances in Å.
Element x y z (Å)
1 N 0.76116 0.53768 -0.46999  P2 1.654, H5 1.028, H6 1.029
2 P -0.68760 1.15494 0.03456  N1 1.654, C3 1.866, H7 1.666
3 C -1.79499 -0.33159 -0.18354  P2 1.866, O4 1.198, H8 1.144
4 O -2.95268 -0.26988 0.11829  C3 1.198
5 H 1.49552 0.99193 0.08808  N1 1.028
6 H 0.63669 -0.44309 -0.18527  N1 1.029
7 H -0.63545 0.82042 1.66629  P2 1.666
8 H -1.09538 -1.23140 -0.08636  C3 1.144

Its spin multiplicity is 1. The calculation puts the HOMO energy at -9.13 eV. For the lowest unoccupied orbital energy, the calculation gives 0.00 eV. Its frontier orbital gap is 9.136 eV. As for the structure (SMILES): NPC=O.

Version b
Molecular formula: CH4NOP
Method: DFT, ωB97M-V with the def2-TZVPD basis set

Each atom is followed by the atoms it is bonded to, with distances in Å.
Element x y z (Å)
1 C 1.01084 0.83422 1.02970  N2 1.138, H4 1.070
2 N 1.52316 -0.08574 1.46053  C1 1.138, O3 1.161
3 O 2.03260 -0.93452 2.06630  N2 1.161
4 H 0.55625 1.58871 0.42310  C1 1.070
5 P -1.61493 -0.29329 -0.65471  H6 1.468, H7 1.509, H8 1.556
6 H -0.21700 0.05764 -0.93238  P5 1.468
7 H -1.40924 -1.59664 -1.38648  P5 1.509
8 H -1.88167 0.42962 -2.00607  P5 1.556

Its spin multiplicity is 1. The calculation puts the HOMO energy at -10.04 eV. For the lowest unoccupied orbital energy, the calculation gives 0.80 eV. Its frontier orbital gap is 10.840 eV. As for the structure (SMILES): C#[N+][O-].P.

Least stable structure: version b